The following is a DFT calculation (ωB97M-V/def2-TZVPD) of a molecular structure, C46H75AlCl4F5KN5O12S at a distorted geometry.

The value obtained for the total energy is -178346.657 eV. As for the HOMO energy: -6.9 eV. The total charge is +1.

Each line ends with the Löwdin charge.
Cartesian coordinates (Å):
C: -1.019 -0.078 -5.603  -0.106
C: -1.358 1.216 -4.874  -0.542
O: -2.471 1.484 -4.658  0.179
O: -0.331 1.975 -4.513  -0.007
C: 0.276 2.839 -5.503  -0.123
C: 0.065 4.310 -5.112  -0.114
C: -0.105 4.506 -3.616  -0.291
O: 1.182 4.516 -2.988  -0.307
S: 0.940 4.238 -1.364  0.931
O: 0.037 5.271 -0.904  -0.420
O: 2.381 4.586 -0.711  -0.298
C: 2.831 3.498 0.124  -0.256
C: 2.581 3.674 1.619  -0.176
C: 1.187 4.228 1.976  -0.188
C: 0.743 3.687 3.365  -0.186
C: -0.370 2.619 3.247  -0.181
C: 0.031 1.173 3.563  -0.204
C: 0.811 0.938 4.856  -0.220
C: 1.295 -0.520 4.890  -0.229
C: 2.096 -0.867 6.148  -0.218
C: 2.867 -2.184 5.944  -0.195
C: 3.193 -2.904 7.267  -0.169
C: 3.140 -4.430 7.138  -0.125
N: 4.447 -5.005 6.811  -0.111
C: 5.698 -4.657 7.277  -0.096
C: 6.637 -5.495 6.651  -0.119
C: 5.933 -6.390 5.796  -0.096
C: 4.566 -6.059 5.934  -0.080
H: -0.508 0.191 -6.543  0.025
H: -0.321 -0.683 -5.019  0.130
H: -1.973 -0.633 -5.752  -0.028
H: -0.164 2.658 -6.488  0.120
H: 1.338 2.607 -5.516  0.131
H: 0.926 4.864 -5.489  0.127
H: -0.808 4.752 -5.595  0.116
H: -0.727 3.717 -3.187  0.093
H: -0.637 5.439 -3.446  0.078
H: 3.904 3.399 -0.047  0.115
H: 2.383 2.548 -0.173  0.108
H: 2.610 2.657 2.024  0.110
H: 3.378 4.221 2.123  0.113
H: 0.451 3.955 1.226  0.073
H: 1.271 5.313 2.021  0.113
H: 0.349 4.533 3.930  0.102
H: 1.631 3.349 3.895  0.084
H: -1.262 2.912 3.799  0.108
H: -0.678 2.618 2.200  0.097
H: -0.898 0.608 3.673  0.119
H: 0.560 0.700 2.733  0.112
H: 0.189 1.130 5.735  0.119
H: 1.715 1.544 4.947  0.094
H: 1.980 -0.615 4.039  0.115
H: 0.478 -1.226 4.743  0.120
H: 2.792 -0.055 6.375  0.109
H: 1.392 -0.949 6.979  0.109
H: 3.790 -1.920 5.423  0.114
H: 2.268 -2.811 5.285  0.090
H: 4.182 -2.559 7.570  0.083
H: 2.515 -2.565 8.050  0.107
H: 2.701 -4.913 8.011  0.121
H: 2.482 -4.660 6.304  0.108
H: 5.828 -3.852 7.977  0.080
H: 7.696 -5.428 6.846  0.071
H: 6.351 -7.163 5.173  0.080
H: 3.750 -6.553 5.434  0.107
C: -4.628 -0.183 -0.134  -0.149
C: -4.920 0.959 -1.080  -0.299
C: -3.829 1.151 -2.114  -0.229
C: -2.512 1.438 -1.538  -0.223
N: -1.472 1.655 -1.111  0.153
H: -3.733 -0.002 0.455  0.042
H: -5.453 -0.327 0.563  0.079
H: -4.491 -1.138 -0.697  0.074
H: -5.050 1.881 -0.491  0.099
H: -5.853 0.780 -1.604  0.085
H: -4.078 1.972 -2.783  0.067
H: -3.758 0.233 -2.699  0.095
C: 10.599 -1.466 6.803  -0.176
C: 10.685 -1.375 8.317  -0.172
O: 9.475 -0.851 8.854  0.041
C: 8.477 -1.739 8.983  -0.366
O: 8.535 -2.890 8.678  0.186
C: 7.250 -1.062 9.619  -0.551
F: 7.019 0.126 9.053  0.176
F: 7.465 -0.875 10.923  0.187
F: 6.174 -1.819 9.468  0.183
H: 10.334 -0.492 6.370  0.074
H: 11.539 -1.794 6.382  -0.068
H: 9.825 -2.173 6.499  0.108
H: 11.472 -0.684 8.615  0.137
H: 10.917 -2.345 8.755  0.140
C: -4.397 6.186 -2.149  -2.042
Cl: -2.710 5.868 -1.753  0.591
Cl: -5.250 4.656 -2.373  0.544
Cl: -5.156 7.098 -0.845  0.540
Cl: -4.482 7.130 -3.653  0.491
F: -3.093 -1.975 0.870  -0.533
K: 11.933 -1.194 4.804  1.098
C: -2.270 -6.313 0.309  -0.062
C: -2.116 -5.024 0.798  -0.055
C: -1.047 -4.722 1.621  -0.008
C: -0.142 -5.718 1.940  -0.176
C: -0.281 -7.013 1.465  -0.022
C: -1.356 -7.307 0.645  -0.077
N: 1.000 -5.399 2.798  -0.356
O: 1.097 -4.266 3.235  0.049
O: 1.799 -6.287 3.046  0.048
H: -3.107 -6.545 -0.337  0.106
H: -2.823 -4.236 0.550  0.093
H: -0.938 -3.715 1.999  0.120
H: 0.431 -7.781 1.728  0.111
H: -1.481 -8.313 0.265  0.101
C: -6.337 3.182 -10.996  0.002
C: -5.493 2.077 -10.330  -0.474
C: -4.014 2.298 -10.674  -0.136
C: -3.349 3.508 -10.001  -0.155
C: -3.979 3.870 -8.645  -0.127
C: -4.714 2.720 -7.948  -0.471
N: -5.739 2.188 -8.867  -0.047
O: -6.442 1.290 -8.376  0.118
C: -5.412 3.320 -6.721  0.000
C: -3.730 1.656 -7.465  -0.014
C: -5.917 0.742 -10.918  -0.024
H: -7.396 3.035 -10.783  0.099
H: -6.205 3.164 -12.077  0.099
H: -6.062 4.176 -10.642  0.086
H: -3.453 1.397 -10.408  0.103
H: -3.916 2.387 -11.756  0.129
H: -2.285 3.299 -9.875  0.109
H: -3.403 4.375 -10.659  0.115
H: -3.216 4.270 -7.978  0.123
H: -4.685 4.689 -8.797  0.120
H: -6.176 4.037 -7.023  0.100
H: -4.688 3.843 -6.098  0.096
H: -5.886 2.553 -6.110  0.101
H: -3.027 2.121 -6.783  0.073
H: -3.157 1.200 -8.284  0.058
H: -4.244 0.861 -6.920  0.104
H: -5.743 0.759 -11.993  0.100
H: -6.975 0.540 -10.760  0.095
H: -5.343 -0.084 -10.494  0.092
Al: -1.610 -1.467 -7.409  1.043
C: -1.679 -5.368 5.644  0.053
N: -2.939 -5.594 4.882  -0.437
O: -2.840 -5.929 3.722  0.082
O: -3.977 -5.422 5.486  0.068
H: -0.840 -5.555 4.985  0.075
H: -1.687 -4.337 5.985  0.101
H: -1.680 -6.055 6.485  0.098
F: -5.578 -1.151 -2.465  -0.534